Density functional theory data (ωB97M-V/def2-TZVPD) for an isolated molecule of C3H5NO2 at a distorted geometry.

SMILES: N#C[C@@H](O)CO
Spin multiplicity: 1
E, eV: -8775.0396

Geometry as XYZ:
```
11
Properties=species:S:1:pos:R:3:forces:R:3:nbo_charge:R:1
C 1.6769 -0.3644 0.1863 -0.591 1.032 0.240 0.24
C -0.7128 -0.4332 -0.6005 1.064 -2.654 4.358 -0.05
C 0.4699 0.4231 0.4082 -1.603 -0.854 -3.096 -0.02
N 2.6487 -0.8351 -0.1732 1.015 -0.856 -0.180 -0.29
O -1.9891 -0.6658 0.0256 -0.006 2.725 -1.823 -0.72
O 0.7507 1.7306 -0.0836 -1.457 0.988 0.994 -0.69
H -0.7934 0.0797 -1.5010 -0.419 1.063 -1.362 0.20
H -0.3798 -1.5091 -0.7491 0.642 1.585 -0.250 0.18
H 0.1662 0.4420 1.4250 -0.449 -0.229 0.892 0.21
H -1.9591 -1.2758 0.7296 0.559 -1.127 1.065 0.47
H 0.1219 2.4079 0.3327 1.246 -1.673 -0.838 0.49
```
Forces are in eV/Å.